No. 1
{"formula": "C15H49ClNO24P5", "method": "ωB97M-V/def2-TZVPD", "species": ["N", "H", "H", "H", "H", "Cl", "O", "O", "O", "O", "C", "O", "P", "O", "O", "C", "O", "C", "H", "H", "H", "H", "H", "H", "H", "H", "H", "C", "O", "P", "O", "O", "C", "O", "C", "H", "H", "H", "H", "H", "H", "H", "H", "H", "C", "O", "P", "O", "O", "C", "O", "C", "H", "H", "H", "H", "H", "H", "H", "H", "H", "C", "O", "P", "O", "O", "C", "O", "C", "H", "H", "H", "H", "H", "H", "H", "H", "H", "C", "O", "P", "O", "O", "C", "O", "C", "H", "H", "H", "H", "H", "H", "H", "H", "H"], "xyz": [[0.77508, 1.04913, 0.85259], [0.37540, 0.13754, 1.02392], [1.74668, 0.85765, 1.05114], [0.28775, 1.70060, 1.45108], [0.48134, 1.35568, -0.06384], [4.33777, 1.57780, 1.96278], [3.77086, 2.42622, 0.94732], [4.78260, 0.40296, 1.28958], [5.50890, 2.15996, 2.61390], [3.18765, 1.34367, 2.76327], [0.92058, 5.16766, 1.97831], [-0.44581, 5.28948, 1.78744], [-1.35156, 4.09951, 2.40798], [-0.59210, 2.74391, 2.41561], [-2.72246, 4.26175, 1.58495], [-2.87765, 3.84503, 0.27525], [-1.64087, 4.60520, 3.97286], [-2.67728, 5.54703, 4.11002], [1.21865, 6.21029, 2.08871], [1.48743, 4.70728, 1.16909], [1.19079, 4.64504, 2.89590], [-2.10898, 3.12284, 0.00015], [-2.72490, 4.65212, -0.44125], [-3.84503, 3.46810, -0.05671], [-3.14641, 5.97455, 3.22388], [-2.25414, 6.47881, 4.48528], [-3.54565, 5.31832, 4.72786], [-2.55050, -2.97565, -1.07725], [-3.26788, -2.19162, -0.17513], [-2.83244, -0.64570, 0.07582], [-1.36501, -0.24781, -0.05621], [-3.87578, 0.21382, -0.77556], [-3.58131, 0.57887, -2.11514], [-3.41612, -0.47064, 1.56414], [-3.84423, 0.77676, 1.95351], [-1.88579, -2.41741, -1.73651], [-3.15525, -3.61982, -1.71554], [-1.89983, -3.60667, -0.47181], [-2.53854, 0.43589, -2.39849], [-3.80130, 1.64260, -2.20560], [-4.21958, 0.25696, -2.93799], [-3.25715, 1.37398, 2.65120], [-4.81375, 0.71370, 2.44763], [-4.09478, 1.46561, 1.14678], [1.54836, -2.35430, -0.39051], [2.15413, -3.25881, -1.32140], [1.20432, -4.31606, -2.19914], [0.15195, -5.09048, -1.46045], [2.36968, -5.35007, -2.80645], [2.87417, -6.49437, -2.13315], [0.70559, -3.55095, -3.46688], [0.32015, -4.21964, -4.68517], [2.17556, -2.14199, 0.47531], [0.51608, -2.52739, -0.08633], [1.55151, -1.35394, -0.82336], [3.90088, -6.72214, -2.41966], [2.27449, -7.32396, -2.50767], [2.61003, -6.58539, -1.07956], [0.62991, -5.25301, -4.84104], [0.85087, -3.74731, -5.51182], [-0.75051, -4.03985, -4.78244], [0.04880, -0.69362, -4.27912], [0.15940, -0.06888, -2.97824], [0.29211, 1.53418, -2.91623], [0.05408, 2.11275, -1.56865], [-0.61593, 2.14823, -4.11563], [-0.27442, 3.37798, -4.64094], [1.77022, 1.80718, -3.49906], [2.95595, 1.30181, -3.01977], [-0.26282, -0.04250, -5.09585], [-0.66977, -1.51050, -4.34598], [1.01008, -1.17075, -4.46991], [0.29343, 4.04567, -3.99300], [-1.07579, 3.91751, -5.14572], [0.37118, 3.13048, -5.48358], [3.75613, 1.02047, -3.70436], [2.93204, 0.51504, -2.26577], [3.41747, 2.22040, -2.65743], [3.29544, -1.91055, 3.46668], [2.17339, -1.50840, 4.17515], [0.69071, -1.72754, 3.60354], [0.43804, -1.26223, 2.18348], [0.45455, -3.32843, 3.88627], [0.67546, -4.25903, 2.84732], [-0.20955, -0.90888, 4.69521], [-1.23755, 0.03105, 4.32130], [3.36068, -1.41390, 2.49859], [3.31372, -2.99999, 3.43705], [4.14373, -1.54617, 4.04610], [1.63804, -4.75197, 2.98356], [0.54359, -3.95058, 1.81023], [-0.00170, -5.06951, 3.11689], [-2.11511, 0.16560, 4.95366], [-1.56911, -0.19952, 3.30887], [-0.58263, 0.89300, 4.19391]], "atomic_forces_ev_per_a": [[-0.144, -1.091, 0.066], [-0.793, -0.422, 0.055], [0.654, 1.191, -0.045], [0.345, 0.465, 1.053], [0.586, 0.026, -1.150], [0.906, 1.488, -2.257], [0.737, 1.619, -1.047], [0.216, -1.803, 0.129], [-1.693, -0.154, 0.237], [-0.401, -1.288, 2.841], [2.319, 0.979, 0.741], [-2.943, -1.667, -0.046], [2.262, -1.824, 0.476], [-2.904, 3.957, 0.216], [0.530, 0.189, 2.903], [1.012, -0.444, -3.071], [-0.644, -1.488, -2.890], [-0.780, 2.783, 0.236], [0.594, -0.111, -0.042], [-0.446, -0.102, -0.225], [-0.121, -0.079, 0.027], [-0.106, -0.368, 0.035], [0.241, 0.518, 0.335], [-0.289, -0.241, 1.159], [0.295, -0.862, -0.762], [0.312, -0.165, 0.662], [0.500, -0.943, 0.338], [1.839, -1.271, -0.462], [-0.322, 2.537, 0.778], [1.714, -0.288, 0.179], [-3.592, -1.251, -0.216], [0.307, -0.869, 0.213], [0.275, 1.803, -1.178], [0.776, -1.003, -1.177], [-2.041, 2.516, 0.752], [-0.088, 0.327, -0.030], [-0.485, 0.283, 0.315], [0.080, -0.307, -0.255], [-0.013, -0.196, 0.238], [0.426, 0.406, 0.357], [-0.299, -1.336, 0.636], [0.928, -0.643, -0.025], [-0.114, -0.579, 0.207], [0.419, -0.259, -0.409], [0.019, 1.722, 0.005], [-1.837, -1.765, -1.272], [1.636, -2.253, 1.838], [1.388, 1.467, -0.613], [-0.881, 2.287, 0.479], [-1.625, -1.208, -0.344], [0.911, -0.241, 0.102], [-0.073, 0.537, -0.843], [0.167, -1.083, 0.115], [0.156, -0.596, -0.114], [-0.303, 0.035, -0.610], [0.038, 0.621, 0.380], [0.090, -0.337, -0.368], [0.672, 0.810, 0.268], [-0.286, -0.229, 1.038], [-0.144, 0.588, 0.125], [0.070, -0.397, -0.185], [0.542, -0.710, -0.732], [-1.165, 1.451, -0.263], [0.654, -0.167, -0.618], [0.028, -0.520, -1.247], [-0.138, -2.016, 2.588], [1.447, 1.275, -2.161], [-2.771, -0.285, -1.344], [2.638, 1.106, 1.539], [0.372, 0.451, 0.293], [-0.347, 0.128, 0.954], [0.107, 0.281, -0.265], [-0.278, -0.108, 0.331], [-0.622, -0.306, 0.751], [0.473, 0.332, -0.116], [-0.953, -0.486, -1.178], [-0.518, 0.193, 0.137], [0.408, -0.340, 1.157], [1.296, -0.077, -0.302], [-2.948, 0.845, 0.636], [-0.537, 1.025, -0.311], [0.500, -1.485, 2.507], [-0.143, 2.826, -0.263], [-0.096, -1.912, 0.391], [0.897, -2.721, -0.111], [1.625, 0.648, -2.111], [-0.063, -0.285, -0.141], [0.244, -0.058, -0.382], [0.068, -0.162, -0.084], [0.434, 0.461, -0.198], [-0.142, 0.426, 0.293], [-0.374, -0.004, -0.593], [0.648, -0.515, 0.601], [-0.236, -0.150, 0.060], [-1.101, 0.868, 0.277]], "e_lumo_ev": [2.0, 2.0], "de_lowest_kj_mol": 45.67, "s2": 0.750, "multiplicity": 2, "homo_ha": [0.012, -0.251], "charge": -1}

---

No. 2
{"formula": "C15H54N8O12", "method": "ωB97M-V/def2-TZVPD", "species": ["C", "O", "H", "H", "H", "H", "C", "O", "H", "H", "H", "H", "C", "O", "H", "H", "H", "H", "C", "O", "H", "H", "H", "H", "C", "O", "H", "H", "H", "H", "C", "O", "N", "N", "H", "H", "H", "H", "C", "O", "N", "N", "H", "H", "H", "H", "C", "O", "N", "N", "H", "H", "H", "H", "C", "O", "N", "N", "H", "H", "H", "H", "C", "C", "O", "H", "H", "H", "H", "H", "H", "C", "C", "O", "H", "H", "H", "H", "H", "H", "C", "C", "O", "H", "H", "H", "H", "H", "H"], "xyz": [[-1.12424, -16.55996, -7.71241], [-0.19213, -16.92521, -6.78654], [-0.72538, -16.14054, -8.63604], [-1.71828, -17.44911, -7.92367], [-1.75437, -15.76095, -7.32174], [0.45000, -17.54717, -7.13643], [-4.17492, -16.00240, -3.40033], [-2.79034, -15.96088, -3.69995], [-4.46594, -15.42143, -2.52518], [-4.78670, -15.70101, -4.25062], [-4.44270, -16.99068, -3.02657], [-2.53128, -16.63502, -4.33243], [-6.33985, -20.10047, -14.48428], [-5.27275, -19.14134, -14.75086], [-6.64164, -20.06999, -13.43733], [-7.25138, -19.86886, -15.03525], [-5.91475, -21.04846, -14.81395], [-5.59388, -18.24607, -14.62059], [-6.64736, -14.80136, -13.64818], [-7.34214, -16.01708, -13.67554], [-5.73824, -14.73913, -14.24629], [-7.26345, -13.98459, -14.02423], [-6.38614, -14.72263, -12.59289], [-8.21023, -15.98601, -14.08424], [-2.51312, -21.03037, -6.09340], [-2.87248, -19.87922, -5.37690], [-2.92214, -21.88242, -5.55044], [-3.03374, -21.01746, -7.05094], [-1.45592, -21.27325, -6.20032], [-3.03271, -20.06515, -4.44880], [-10.65668, -19.82792, -6.96618], [-9.50777, -19.58020, -6.70242], [-11.41703, -18.99912, -7.64506], [-11.21640, -20.91853, -6.61018], [-11.11388, -18.09791, -7.98567], [-12.39092, -19.26485, -7.67694], [-12.16215, -21.11629, -6.90438], [-10.55337, -21.57870, -6.22983], [-5.82148, -17.83789, -9.20497], [-4.89223, -17.20100, -9.69805], [-5.86952, -18.33923, -8.03091], [-6.90175, -18.20165, -9.82658], [-6.69739, -18.88609, -7.84200], [-5.03165, -18.19361, -7.48606], [-7.07156, -17.71717, -10.69637], [-7.65613, -18.71314, -9.39139], [-8.26547, -21.27909, -2.05743], [-8.24030, -21.87990, -1.03377], [-8.00989, -21.67594, -3.29355], [-8.30108, -19.99287, -2.14471], [-7.96372, -20.91952, -3.96124], [-7.74784, -22.64219, -3.42692], [-8.23919, -19.51209, -3.03078], [-8.78560, -19.47039, -1.42892], [-9.10848, -23.04476, -10.84469], [-8.30602, -22.45893, -10.09771], [-8.87246, -24.19519, -11.36967], [-10.30578, -22.67169, -11.00707], [-9.60702, -24.84912, -11.59968], [-7.99799, -24.57100, -11.03179], [-10.66559, -21.99039, -10.35401], [-10.91221, -23.00497, -11.74277], [-12.18556, -17.97798, -12.43815], [-12.67648, -16.92889, -13.41728], [-11.92447, -15.78751, -13.23541], [-12.63438, -18.92659, -12.73276], [-12.61599, -17.71665, -11.47144], [-11.09563, -17.96653, -12.43183], [-13.72972, -16.72776, -13.22148], [-12.53505, -17.31107, -14.42824], [-12.05958, -15.42137, -12.35832], [-8.68762, -14.72162, -7.62631], [-9.37689, -14.23632, -8.86584], [-10.67245, -14.76713, -8.89938], [-9.06872, -14.26788, -6.71145], [-7.64055, -14.41971, -7.65091], [-8.82751, -15.80240, -7.64737], [-8.93119, -14.46121, -9.83479], [-9.39559, -13.14756, -8.81737], [-11.25293, -14.11938, -8.49310], [-0.57631, -12.58508, -11.76510], [-1.69201, -13.50900, -12.19715], [-2.65261, -13.52341, -11.17595], [0.21090, -12.45853, -12.50833], [-0.09951, -12.88176, -10.83089], [-0.96123, -11.57423, -11.63046], [-1.32652, -14.53588, -12.20394], [-2.08848, -13.25253, -13.17956], [-2.74622, -14.45454, -10.96190]], "atomic_forces_ev_per_a": [[-1.348, -0.026, -1.207], [1.789, 0.103, 1.799], [0.301, -0.166, -0.239], [-0.560, 0.262, -0.499], [-0.064, -0.211, 0.332], [-0.172, 0.040, -0.168], [-0.020, -0.892, 0.173], [0.032, 0.778, 0.590], [0.711, 0.745, -0.215], [-0.118, -0.095, -0.004], [-0.250, -0.452, -0.532], [-0.318, -0.126, -0.066], [0.789, 1.202, -0.242], [-0.695, -0.738, 0.032], [0.356, -0.373, 0.186], [0.071, -0.030, -0.423], [-0.338, -0.049, 0.333], [-0.230, 0.052, 0.165], [-0.267, 0.618, 0.478], [-0.122, -1.533, -0.505], [0.103, -0.672, -0.140], [-0.120, 0.210, 0.443], [0.239, 0.861, -0.115], [0.183, 0.422, -0.127], [-1.011, -1.325, 0.494], [0.269, 1.127, -0.015], [-0.077, -0.390, -0.148], [0.339, 0.148, -0.137], [0.243, 0.725, -0.074], [0.185, -0.219, -0.124], [2.215, 2.696, -0.596], [2.627, 0.501, 0.519], [-2.513, 1.524, -1.586], [-1.991, -4.153, 1.395], [0.002, -0.280, 0.310], [0.099, 0.769, -0.424], [0.452, -0.623, 0.347], [-0.716, -0.352, 0.035], [2.157, 1.312, -2.064], [-0.070, 0.346, 0.085], [1.261, -1.033, 4.728], [-3.585, 0.139, -4.155], [0.820, -0.044, 1.168], [-0.533, -0.593, 0.587], [-0.249, -0.378, -0.005], [0.169, 0.248, -0.300], [1.506, -0.639, -0.664], [-0.740, -2.176, 2.108], [0.177, -2.929, -2.206], [-1.385, 6.792, 1.307], [0.224, -1.341, -0.587], [0.077, 0.420, -0.566], [-0.226, -0.017, 0.425], [0.329, -0.080, 0.058], [3.753, 1.426, 3.753], [-0.280, -0.119, -0.683], [2.475, -4.479, -2.000], [-6.405, 3.134, -0.545], [0.254, 0.235, 0.112], [-0.073, -0.308, -0.440], [0.078, 0.121, -0.495], [0.187, 0.038, 0.314], [-0.968, -0.029, -0.188], [-0.088, -1.067, 0.624], [0.843, 1.645, -0.628], [0.392, -0.340, 0.162], [0.421, -0.125, 0.330], [-0.127, -0.335, 0.116], [-0.288, -0.094, -0.346], [-0.053, 0.432, -0.146], [-0.064, -0.091, 0.106], [0.804, -0.210, -0.430], [0.228, 1.166, 0.114], [-1.336, -0.088, -0.252], [-0.462, -0.172, -0.110], [0.226, -0.429, -0.060], [0.441, -0.062, 0.571], [0.492, -0.422, 0.309], [-0.211, 0.283, -0.212], [-0.185, -0.172, 0.039], [0.362, 0.787, -0.386], [1.246, -0.558, 0.539], [-0.991, -0.015, 0.311], [0.038, -0.319, -0.206], [-0.207, -0.193, -0.007], [-0.214, 0.025, 0.184], [0.448, -0.029, -0.793], [-0.204, 0.110, 0.020], [-0.538, 0.148, 0.359]], "smiles": "NC(N)=O.NC(N)=O.NC(N)=O.NC(N)=O.CCO.CCO.CCO.CO.CO.CO.CO.CO", "e_lumo_ev": -0.1, "de_lowest_kj_mol": 187.61, "multiplicity": 1, "homo_ha": -0.344}

---

The lowest multiplicity belongs to which entry? C15H54N8O12

---

The highest multiplicity belongs to which entry? C15H49ClNO24P5

---

Among the records above, which one has the highest multiplicity? C15H49ClNO24P5

---

Look up the multiplicity of the first one. 2